No. 1
The following is a quantum chemistry calculation of C21H19ClO2S in the gas phase at a distorted geometry, from OMol25.

```
44
Properties=species:S:1:pos:R:3:forces:R:3
Cl -1.243615 0.890492 -1.379581 -0.217 -0.215 0.157
C -0.858969 -0.335802 -0.133452 1.230 0.428 -1.623
S -1.976236 -0.193607 1.311001 1.882 -0.420 1.756
C -3.627833 -0.317934 0.705280 -2.123 0.239 -0.641
C -4.318839 0.881838 0.439381 0.274 0.141 0.130
C -5.662571 0.895228 0.031246 0.707 -0.346 0.274
C -6.337333 -0.322365 -0.092465 0.474 0.075 -0.164
C -5.697076 -1.544743 0.133561 0.884 0.423 0.307
C -4.351666 -1.532288 0.552011 0.555 -0.051 0.118
O -1.668439 -1.388719 2.081156 -0.529 0.231 -0.748
O -1.714030 1.065222 1.971745 -1.027 -0.308 -0.920
H -1.086825 -1.381572 -0.510027 0.119 1.426 -0.085
H -3.777361 1.816818 0.602262 -0.220 -0.226 -0.157
H -6.146700 1.857532 -0.181537 0.155 -0.583 0.167
H -7.363187 -0.318661 -0.400828 -0.417 -0.013 -0.110
H -6.221418 -2.501358 -0.008951 0.305 0.598 0.183
H -3.851669 -2.476076 0.791380 -0.132 0.340 -0.127
C 4.155197 -0.888872 -4.334536 0.071 -0.057 -0.624
C 3.583858 -0.825849 -2.947986 0.475 -0.256 0.354
C 3.066252 -1.994406 -2.352810 0.252 0.216 0.256
C 2.279658 -1.871123 -1.206689 -1.293 0.006 0.166
C 1.959314 -0.620400 -0.628668 0.916 1.094 -1.154
C 0.763061 -0.370638 0.313675 -1.529 -2.004 1.063
C 1.162052 0.542350 1.464134 0.022 1.074 0.635
C 1.616608 0.152640 2.734908 -0.499 -0.500 -0.439
C 2.054598 1.061406 3.716553 -0.551 -1.477 -1.398
C 2.047040 2.387221 3.363213 0.443 0.845 0.949
C 1.561554 2.864604 2.153978 0.133 -1.052 -0.098
C 1.129634 1.923943 1.224584 -0.058 -0.013 -0.091
C 2.876601 0.426634 -0.992233 -1.122 0.357 -0.780
C 3.600717 0.373166 -2.211542 -0.373 -0.858 0.852
H 4.188010 0.120008 -4.770304 0.146 -0.299 0.098
H 5.164118 -1.340088 -4.404939 -0.445 0.238 0.190
H 3.485459 -1.487855 -4.976918 0.326 0.200 0.216
H 3.302929 -3.006984 -2.766028 -0.459 1.101 0.227
H 1.778459 -2.753733 -0.789481 0.189 0.217 -0.259
H 0.352804 -1.364130 0.564671 2.253 -0.469 1.690
H 1.548825 -0.901466 2.950919 0.210 -0.253 0.220
H 2.375738 0.647652 4.677098 -0.034 0.536 -0.325
H 2.458023 3.065937 4.090513 -0.061 0.467 0.108
H 1.568871 3.925085 1.948537 -0.096 -0.016 -0.094
H 0.742841 2.232418 0.271469 -0.114 0.340 -0.293
H 2.888390 1.371584 -0.427382 -0.129 -0.558 -0.331
H 4.193138 1.236907 -2.576916 -0.588 -0.619 0.345
```
Positions in Å, forces in eV/Å.

* frontier orbital gap: 8.591 eV
* LUMO level: 0.06 eV
* ΔE to the lowest compared entry with this formula, charge and spin: 1.949 eV
* E: -1820.3944 Eh
* structure (SMILES): Cc1ccc([C@@H](c2ccccc2)[C@H](Cl)S(=O)(=O)c2ccccc2)cc1
* strongest force on any atom: 2.86 eV/Å
* spin multiplicity: 1

These are the Mulliken partial charges, in e, on atoms 1 to 4: number 1, Cl, carries -0.1791; number 2, C, carries -0.5961; number 3, S, carries 1.6542; number 4, C, carries -0.1705

=====

No. 2
The following is a quantum chemistry calculation of 10 unconnected molecules or ions with the total composition C11H9Cl36N2O2P2 at a distorted geometry, from OMol25.

```
62
Properties=species:S:1:pos:R:3:forces:R:3
N 6.435966 1.580959 2.037079 -0.534 2.005 0.132
C 5.931577 2.751251 2.245717 -0.662 -2.151 0.233
C 4.545647 2.802207 3.059163 1.054 0.881 -0.183
P 3.298726 1.939058 1.964313 1.282 -0.057 0.481
P 1.213318 2.358265 2.458743 -4.869 2.361 0.288
N 0.847566 3.874996 2.160122 1.375 -2.550 0.760
O 0.304517 1.360801 1.458075 2.081 0.824 2.467
O 0.873574 1.955096 4.072080 1.499 -0.344 -2.660
H 5.834632 0.861357 2.463528 0.470 0.039 -0.104
H 6.383318 3.701054 1.860478 -0.539 -1.397 0.384
H 4.743835 2.247380 4.020723 -0.605 0.499 -0.976
H 4.275571 3.875522 3.276944 -0.179 -1.198 -0.257
H 3.556502 2.379413 0.627003 -0.319 -0.413 0.555
H 3.527997 0.529342 2.123751 0.026 0.733 -0.476
H 0.512190 4.269321 3.047530 0.150 0.281 -0.400
H -0.132978 0.718256 2.050297 -0.077 -0.116 -0.480
H 1.643344 1.542653 4.502260 -0.409 -0.025 0.238
C 0.001889 -0.581819 -2.086035 -0.312 -0.106 -0.334
Cl 1.372542 -0.474016 -0.958857 0.138 -0.089 -0.032
Cl -0.643853 -2.229087 -2.065396 0.072 0.507 0.116
Cl -1.262665 0.559193 -1.592073 0.200 -0.121 -0.023
Cl 0.560442 -0.177038 -3.717029 -0.183 -0.228 0.203
C -4.191919 -3.464740 -0.663244 -0.116 -0.029 0.002
Cl -3.759670 -2.006394 0.251124 -0.063 -0.137 -0.084
Cl -2.728439 -4.419484 -0.970625 -0.208 -0.074 0.095
Cl -5.339584 -4.436181 0.277594 0.519 -0.266 -0.522
Cl -4.917854 -3.005765 -2.213289 0.177 -0.131 0.179
C 1.720058 -5.712921 -2.824554 -0.027 -0.132 -0.084
Cl 3.153059 -6.115154 -1.863828 -0.282 0.008 -0.117
Cl 1.565054 -6.868718 -4.158123 0.015 0.224 0.199
Cl 0.283563 -5.812482 -1.784669 0.164 0.026 -0.113
Cl 1.844897 -4.060085 -3.490271 -0.384 -0.565 -0.011
C 6.165628 -2.830072 -2.396555 0.011 -0.153 -0.156
Cl 6.790042 -3.941642 -1.162330 -0.083 0.146 -0.122
Cl 4.526625 -3.324149 -2.861005 0.817 0.462 0.162
Cl 6.123769 -1.179659 -1.738477 0.012 -0.071 -0.029
Cl 7.223623 -2.870650 -3.818177 -0.147 0.040 0.231
C -4.115549 -2.399525 4.364526 -0.305 -0.068 0.177
Cl -2.703481 -1.526877 3.728163 -0.028 -0.024 0.029
Cl -4.269742 -3.955382 3.532847 0.070 0.245 0.117
Cl -3.898612 -2.678837 6.102173 0.022 0.053 -0.223
Cl -5.577363 -1.433068 4.098495 0.466 -0.091 0.189
C 3.456398 2.963603 -4.655737 0.080 0.080 -0.186
Cl 2.234507 3.698445 -5.707825 0.166 -0.122 0.193
Cl 2.670796 2.322586 -3.198246 0.161 0.168 -0.022
Cl 4.263669 1.641762 -5.517740 -0.122 0.160 0.161
Cl 4.654049 4.187955 -4.192473 -0.133 -0.141 -0.031
C -7.897078 -0.984548 0.742483 -0.233 -0.097 0.148
Cl -7.443354 0.426081 1.721116 -0.016 -0.106 -0.085
Cl -7.200068 -0.823370 -0.875890 -0.079 0.002 0.196
Cl -7.288686 -2.462448 1.519758 -0.528 0.578 -0.182
Cl -9.662762 -1.071232 0.613132 0.414 0.037 0.054
C -12.865286 -1.860037 -1.786497 -0.043 -0.062 -0.080
Cl -13.791163 -3.310346 -1.359204 0.131 0.197 -0.042
Cl -13.723604 -0.961049 -3.050528 0.120 -0.106 0.183
Cl -12.683099 -0.831208 -0.350961 -0.179 -0.085 -0.179
Cl -11.263827 -2.335326 -2.383000 -0.193 0.055 0.059
C 6.965149 7.123167 0.609818 0.094 0.456 -0.333
Cl 7.346115 8.597954 1.511793 -0.081 -0.312 -0.105
Cl 8.219406 6.826934 -0.604507 -0.220 -0.021 0.241
Cl 6.897777 5.745010 1.736340 0.188 0.612 0.015
Cl 5.393281 7.303703 -0.190036 0.185 -0.091 0.144
```
Positions in Å, forces in eV/Å.

* frontier orbital gap: 7.993 eV
* LUMO level: -4.29 eV
* ΔE to the lowest compared entry with this formula, charge and spin: 1.556 eV
* E: -17933.7202 Eh
* net charge: +1
* strongest force on any atom: 5.42 eV/Å
* spin multiplicity: 1

These are the Mulliken partial charges, in e, on atoms 1 to 4: number 1, N, carries -0.5515; number 2, C, carries 0.3067; number 3, C, carries -0.6149; number 4, P, carries -0.0271

=====

No. 3
The following is a quantum chemistry calculation of 4 unconnected molecules or ions with the total composition C18H39BO12P at a distorted geometry, from OMol25.

```
71
Properties=species:S:1:pos:R:3:forces:R:3
O 0.077470 -4.092265 1.370560 -0.471 -0.100 1.127
P 0.377573 -4.105422 -0.095900 0.188 0.712 0.238
B 1.235537 -2.446938 -0.720202 0.108 0.715 0.222
O 0.854039 -2.017856 -2.076785 -0.099 -0.820 -0.095
C 0.475545 -0.658281 -1.994521 0.798 -0.544 -0.182
C 1.126851 -0.260094 -0.685326 -0.064 -0.150 -0.675
C 0.826652 1.096508 -0.176424 -0.251 -0.151 0.318
O 1.351267 1.339138 1.130314 -0.386 0.087 0.219
C 2.668396 1.683512 1.169795 -0.002 0.144 0.400
O 3.512703 0.560916 1.326207 -0.092 -0.028 -0.276
C 4.807378 0.712241 0.790120 -0.112 -0.392 0.350
C 5.050193 -0.116699 -0.433431 -0.353 0.336 -0.860
O 4.866349 0.604100 -1.657613 0.127 0.234 -0.099
O 0.757146 -1.316387 0.140246 0.083 -0.377 0.544
H 1.191052 -5.241817 -0.340812 -0.144 -0.128 -0.602
H -0.814504 -4.324985 -0.834759 0.100 -0.356 -0.323
H 2.457689 -2.515241 -0.508293 0.007 -0.459 -0.306
H 0.922185 -0.189764 -2.857378 -0.122 0.682 -0.394
H -0.599063 -0.558143 -1.964914 -0.588 0.212 -0.082
H 2.184977 -0.316857 -0.937730 0.645 -0.004 0.290
H 1.207441 1.832421 -0.866695 0.165 0.078 -0.036
H -0.243583 1.229515 -0.134425 -0.501 0.125 0.384
H 2.798208 2.323651 2.037672 0.034 0.228 0.401
H 2.952037 2.262856 0.293144 0.147 0.049 -0.507
H 5.030098 1.748205 0.554635 0.126 0.465 0.089
H 5.503431 0.381203 1.546497 0.292 0.024 0.455
H 4.360204 -0.940490 -0.453936 -0.303 -0.596 0.223
H 6.059655 -0.496657 -0.434882 0.484 -0.134 -0.007
H 4.496344 1.470871 -1.461602 -0.079 -0.153 -0.052
O -1.241560 1.112099 5.274918 0.091 -0.051 -0.035
C -0.465027 0.278282 4.871221 -0.029 -0.012 0.200
O -0.942976 -0.883389 4.420713 -0.132 -0.081 -0.190
C -0.127396 -1.876722 3.744698 0.141 -0.083 -0.012
C 0.598953 -2.763845 4.729411 0.020 0.089 0.200
C 1.029224 0.487618 4.956055 0.017 0.082 -0.305
H 0.542546 -1.407316 3.025960 -0.012 0.074 -0.035
H -0.820702 -2.477256 3.164286 -0.063 0.058 -0.044
H 1.301845 -2.197557 5.344276 0.049 -0.016 -0.056
H 1.147112 -3.532860 4.187208 -0.047 -0.013 -0.072
H -0.111211 -3.242715 5.406745 -0.014 -0.042 -0.060
H 1.354864 0.237760 5.966883 -0.017 0.002 -0.027
H 1.230361 1.536841 4.765944 -0.041 0.114 0.126
H 1.598187 -0.090533 4.237840 0.042 -0.152 -0.030
O 1.152884 3.042975 -2.429705 0.182 0.444 -0.387
C 0.213867 3.604219 -2.922550 0.019 -0.093 -0.177
O -0.965142 2.959301 -2.942559 -0.034 -0.059 0.165
C -2.190242 3.564691 -3.350202 -0.132 0.078 -0.140
C -2.374263 3.516532 -4.852786 0.132 -0.020 -0.053
C 0.345410 4.961845 -3.579270 -0.202 0.148 0.297
H -2.270409 4.578234 -2.952955 0.050 0.033 -0.032
H -2.964890 2.975013 -2.865087 0.038 -0.073 0.049
H -1.600046 4.081655 -5.372184 -0.017 0.073 0.014
H -3.344996 3.928273 -5.130099 -0.022 -0.007 0.012
H -2.316135 2.486451 -5.201642 -0.054 -0.035 0.032
H 0.722258 4.820900 -4.590896 0.006 -0.020 -0.024
H 1.068259 5.540862 -3.011734 0.143 -0.084 -0.038
H -0.578483 5.533788 -3.617786 -0.037 -0.075 -0.109
O -3.489122 -1.427076 -2.881331 -0.013 0.041 -0.048
C -3.737451 -1.532447 -1.709026 -0.112 -0.158 0.109
O -2.803147 -2.003145 -0.874458 0.030 0.167 -0.102
C -2.974065 -1.997527 0.551404 0.101 -0.145 0.291
C -3.741485 -3.213694 1.023744 -0.147 -0.043 -0.176
C -5.123134 -1.208227 -1.175913 0.143 0.332 0.122
H -3.428206 -1.059128 0.872539 -0.026 -0.012 -0.004
H -1.968921 -2.026521 0.971338 0.126 0.038 -0.248
H -4.752111 -3.244596 0.610992 -0.030 0.047 0.056
H -3.812556 -3.215547 2.111263 0.049 0.000 0.022
H -3.227426 -4.119420 0.704137 0.102 0.004 0.074
H -5.767651 -2.070325 -1.338497 -0.002 -0.032 -0.008
H -5.512438 -0.366187 -1.742266 -0.020 -0.082 -0.154
H -5.147848 -0.938550 -0.124189 -0.016 -0.131 0.037
```
Positions in Å, forces in eV/Å.

* frontier orbital gap: 6.425 eV
* LUMO level: 2.18 eV
* E: -1978.4140 Eh
* net charge: -1
* strongest force on any atom: 1.23 eV/Å
* spin multiplicity: 1

These are the Mulliken partial charges, in e, on atoms 1 to 4: number 1, O, carries -0.6321; number 2, P, carries 0.2705; number 3, B, carries 1.3660; number 4, O, carries -0.6633

=====

The highest LUMO level belongs to which entry? C18H39BO12P